(1)
{"formula": "C38H34BrN6O4S2Ta", "method": "wB97M-V/def2-TZVPD", "elements": ["Ta", "C", "C", "N", "C", "C", "S", "C", "C", "S", "C", "N", "C", "H", "H", "H", "H", "H", "H", "H", "H", "C", "N", "C", "C", "C", "C", "C", "C", "C", "C", "H", "H", "H", "H", "H", "H", "H", "H", "H", "H", "H", "H", "O", "C", "N", "C", "C", "O", "N", "C", "C", "C", "C", "C", "C", "C", "C", "C", "C", "C", "C", "H", "H", "H", "H", "H", "H", "H", "H", "H", "H", "H", "Br", "C", "C", "N", "C", "C", "C", "C", "O", "O", "H", "H", "H"], "positions_angstrom": [[-0.8656, -0.5965, 0.4197], [-3.3529, -2.5709, -1.8194], [-1.8873, -2.8021, -2.0078], [-0.8731, -2.2228, -1.3804], [0.3379, -2.7944, -1.7327], [0.2570, -3.7545, -2.6732], [-1.3697, -3.9937, -3.1062], [1.4915, -2.4082, -0.9596], [2.7946, -2.6675, -1.1787], [3.7264, -1.9944, 0.0767], [2.3394, -1.3843, 0.8360], [1.2304, -1.7097, 0.1958], [2.4060, -0.5821, 2.0942], [-3.5698, -2.3175, -0.7872], [-3.9028, -3.4730, -2.0883], [-3.7119, -1.7647, -2.4543], [1.0512, -4.3553, -3.0895], [3.2549, -3.1863, -2.0054], [3.4000, -0.6342, 2.5338], [1.6817, -0.9532, 2.8151], [2.1973, 0.4729, 1.8866], [-1.9467, 0.8870, 3.1081], [-2.5959, 0.0407, 2.0628], [-3.2853, -1.0693, 2.7679], [-3.6301, 0.8298, 1.3245], [-3.5950, 0.6765, -0.1570], [-4.6353, 1.2165, -0.9050], [-4.5373, 1.2987, -2.2846], [-3.3845, 0.8584, -2.9340], [-2.3716, 0.2748, -2.1995], [-2.4766, 0.1538, -0.8042], [-2.6710, 1.1212, 3.8901], [-1.5766, 1.8064, 2.6837], [-1.1227, 0.3329, 3.5556], [-4.0601, -0.6468, 3.4075], [-2.5906, -1.6081, 3.4013], [-3.7440, -1.7510, 2.0575], [-3.4707, 1.8846, 1.5439], [-4.6210, 0.5762, 1.7032], [-5.5139, 1.6052, -0.4011], [-5.3538, 1.7251, -2.8556], [-3.2854, 0.9629, -4.0071], [-1.4858, -0.0811, -2.7132], [-0.9783, 1.8421, 0.7199], [-0.0199, 1.9346, -0.0842], [0.6096, 2.9803, -0.5802], [1.8843, 2.5653, -1.1940], [1.6731, 1.0339, -1.2634], [2.3717, 0.2271, -1.7952], [0.5025, 0.7482, -0.5147], [2.1451, 3.2920, -2.5087], [2.5857, 2.6454, -3.6562], [2.8855, 3.3861, -4.7960], [2.7451, 4.7645, -4.7956], [2.3088, 5.4117, -3.6471], [2.0172, 4.6800, -2.5078], [3.0680, 2.7720, -0.2183], [2.9444, 3.5566, 0.9239], [4.0418, 3.7585, 1.7568], [5.2603, 3.1684, 1.4592], [5.3826, 2.3779, 0.3212], [4.2961, 2.1863, -0.5190], [0.3416, 3.9341, -0.3988], [2.7087, 1.5718, -3.6702], [3.2296, 2.8740, -5.6851], [2.9837, 5.3367, -5.6834], [2.2051, 6.4901, -3.6356], [1.7139, 5.2084, -1.6075], [2.0028, 4.0269, 1.1825], [3.9375, 4.3837, 2.6348], [6.1140, 3.3345, 2.1059], [6.3341, 1.9176, 0.0809], [4.4079, 1.5924, -1.4199], [0.4124, -6.0270, 5.8215], [-0.6636, -5.5033, 4.3796], [-1.6661, -6.3501, 3.9117], [-2.4892, -6.0182, 2.9163], [-2.3198, -4.8410, 2.3301], [-1.3156, -3.9553, 2.7092], [-0.4731, -4.2899, 3.7658], [-1.1573, -2.6883, 2.0135], [-0.4050, -1.7563, 2.4261], [-1.8018, -2.4422, 0.9254], [-1.8067, -7.3273, 4.3578], [-3.0117, -4.5858, 1.5329], [0.3136, -3.6183, 4.0858]], "lowdin_charge": [2.1430, -0.0524, -0.5827, -0.0263, -0.3107, -0.2871, 1.1887, -0.3402, -0.2890, 1.1869, -0.6039, -0.0389, -0.0408, 0.0719, 0.0934, 0.0828, 0.1009, 0.1036, 0.0926, 0.0697, 0.0834, -0.0542, -0.2871, -0.0503, -0.1318, -0.2318, -0.0105, -0.0302, -0.0610, -0.1338, -0.2583, 0.1130, 0.0710, 0.0901, 0.1154, 0.0910, 0.1045, 0.1397, 0.1379, 0.1300, 0.1218, 0.1199, 0.1053, -0.0316, -0.5429, 0.2169, -0.2220, -0.3432, 0.1198, 0.0201, -0.1467, -0.0190, -0.0534, -0.0608, -0.0545, -0.0286, -0.1480, -0.0324, -0.0603, -0.0627, -0.0510, -0.0206, 0.1686, 0.1056, 0.1131, 0.1150, 0.1154, 0.1150, 0.1095, 0.1133, 0.1149, 0.1151, 0.1216, 0.8269, -0.6633, -0.1280, 0.1068, -0.0565, -0.1255, -0.0323, -0.5735, -0.0871, -0.1622, 0.1197, 0.1287, 0.1243], "charge": 2, "spin_multiplicity": 1, "fmax_ev_per_a": 1.0, "energy_ha": -5525.036341, "relative_energy_kcal_mol": 19.9, "gap_ev": 6.4635}

---

(2)
{"formula": "C38H34N4O8", "method": "wB97M-V/def2-TZVPD", "elements": ["C", "C", "O", "O", "C", "O", "C", "C", "C", "C", "N", "N", "N", "C", "C", "N", "C", "O", "H", "H", "H", "H", "H", "H", "H", "H", "H", "H", "H", "H", "H", "H", "H", "H", "H", "H", "O", "C", "C", "C", "C", "C", "C", "C", "C", "O", "C", "C", "C", "C", "C", "C", "H", "H", "H", "H", "H", "H", "H", "H", "O", "C", "C", "C", "C", "C", "C", "C", "C", "O", "C", "C", "C", "C", "C", "C", "H", "H", "H", "H", "H", "H", "H", "H"], "positions_angstrom": [[-2.7643, -2.9538, -2.7774], [-2.8324, -3.0368, -4.2647], [-3.7695, -3.1996, -4.9645], [-1.5777, -2.7458, -4.8831], [-0.5694, -3.6481, -4.7958], [-0.7115, -4.7401, -4.3229], [0.7109, -3.0582, -5.3145], [1.4525, -2.1466, -4.2541], [1.4222, -0.6567, -4.6828], [0.6453, 0.4263, -3.8894], [0.5378, 1.6475, -4.6858], [1.3960, 0.8236, -2.7149], [-0.7403, 0.0247, -3.5851], [1.0193, -2.5310, -2.8291], [1.8263, -3.8066, -2.4938], [2.9562, -3.8476, -3.4418], [2.8853, -2.6990, -4.2645], [3.8064, -2.2441, -4.8788], [-3.7708, -2.8873, -2.3682], [-2.2714, -3.8563, -2.4079], [-2.1695, -2.0899, -2.4727], [0.4801, -2.4525, -6.1901], [1.3277, -3.8972, -5.6454], [1.0311, -0.6009, -5.7019], [2.4600, -0.3153, -4.7420], [-0.2523, 1.5653, -5.3155], [1.3765, 1.7953, -5.2384], [0.9092, 1.5563, -2.2132], [1.6466, 0.0649, -2.0990], [-1.0422, -0.7598, -4.1518], [-0.8442, -0.2318, -2.6106], [1.3003, -1.7575, -2.1154], [-0.0559, -2.6646, -2.7188], [2.2335, -3.6977, -1.4861], [1.2421, -4.7274, -2.5274], [2.9964, -4.6922, -3.9985], [-4.8986, 4.4883, 1.1558], [-4.3928, 3.4888, 0.6937], [-3.6759, 2.5108, 1.5626], [-3.6025, 2.7527, 2.9294], [-2.9478, 1.8559, 3.7568], [-2.3719, 0.7065, 3.2263], [-2.4399, 0.4626, 1.8654], [-3.0855, 1.3647, 1.0275], [-3.1173, 1.0931, -0.4368], [-2.5671, 0.1189, -0.9093], [-3.8433, 2.0614, -1.3054], [-3.9006, 1.8242, -2.6740], [-4.5822, 2.7023, -3.4987], [-5.2081, 3.8216, -2.9609], [-5.1456, 4.0682, -1.5997], [-4.4616, 3.1912, -0.7671], [-4.0594, 3.6503, 3.3236], [-2.8807, 2.0502, 4.8192], [-1.8546, 0.0131, 3.8764], [-1.9893, -0.4204, 1.4325], [-3.4012, 0.9523, -3.0746], [-4.6259, 2.5170, -4.5640], [-5.7424, 4.5052, -3.6078], [-5.6188, 4.9376, -1.1638], [0.6086, 0.4653, 5.1567], [1.8053, 0.5043, 5.3524], [2.7378, 0.9879, 4.2943], [2.2101, 1.4238, 3.0842], [3.0542, 1.8900, 2.0909], [4.4288, 1.9233, 2.3010], [4.9598, 1.4862, 3.5026], [4.1173, 1.0163, 4.5031], [4.7137, 0.5407, 5.7853], [5.9132, 0.5280, 5.9547], [3.7768, 0.0827, 6.8535], [4.3009, -0.3357, 8.0705], [3.4522, -0.7535, 9.0815], [2.0758, -0.7561, 8.8823], [1.5484, -0.3452, 7.6701], [2.3957, 0.0746, 6.6514], [1.1380, 1.3938, 2.9410], [2.6425, 2.2316, 1.1500], [5.0856, 2.2921, 1.5241], [6.0260, 1.5008, 3.6838], [5.3738, -0.3253, 8.2062], [3.8620, -1.0780, 10.0290], [1.4150, -1.0801, 9.6757], [0.4812, -0.3432, 7.4947]], "lowdin_charge": [0.0346, -0.4405, 0.1875, 0.0574, -0.4805, 0.1427, 0.0094, -0.2893, -0.0507, -0.6615, 0.0684, 0.0903, 0.1152, -0.0941, -0.1459, 0.0734, -0.4343, 0.1277, 0.1023, 0.1018, 0.0628, 0.1282, 0.1379, 0.1153, 0.1196, 0.0702, 0.0742, 0.0782, 0.0515, 0.0517, 0.0467, 0.1023, 0.0895, 0.1112, 0.1128, 0.1351, 0.1087, -0.2770, -0.0823, 0.0010, -0.0477, -0.0545, -0.0031, -0.0840, -0.2675, 0.0759, -0.0795, 0.0011, -0.0513, -0.0539, -0.0016, -0.0821, 0.1207, 0.1104, 0.1010, 0.1173, 0.1024, 0.1086, 0.1078, 0.1204, 0.0934, -0.2735, -0.0823, -0.0012, -0.0545, -0.0527, 0.0001, -0.0822, -0.2766, 0.1101, -0.0813, -0.0007, -0.0552, -0.0565, -0.0030, -0.0828, 0.1147, 0.1064, 0.1093, 0.1211, 0.1209, 0.1080, 0.1076, 0.1189], "spin_multiplicity": 1, "smiles": "CC(=O)OC(=O)C[C@@]1(CC(N)(N)N)CCNC1=O.O=C1c2ccccc2C(=O)c2ccccc21.O=C1c2ccccc2C(=O)c2ccccc21", "fmax_ev_per_a": 0.8, "energy_ha": -2289.488660, "gap_ev": 8.0613}

---

Which formula does entry 1 have?
C38H34BrN6O4S2Ta